# 1
C32H45BrN2P2W | the ωB97M-V functional and the def2-TZVPD basis

Geometry as XYZ:
```
83
Properties=species:S:1:pos:R:3:mulliken_charge:R:1
W -0.170 0.100 -0.191 -0.31
Br -3.799 -3.383 -4.676 0.10
P -0.437 -2.057 0.449 0.77
P -0.216 1.222 1.804 0.72
N -2.420 5.229 -3.780 -0.40
N 1.627 0.245 -0.864 0.36
C -3.807 -1.788 -2.308 -0.66
C 4.896 1.381 -1.063 -0.41
C 4.157 0.178 -1.080 0.47
C -1.817 -1.675 -3.673 -0.53
C 1.006 -2.355 1.605 -0.58
C 2.756 0.274 -1.202 0.68
C 6.862 0.095 -0.518 -0.38
C -1.305 3.101 -2.348 -0.04
C -0.537 3.012 1.697 -0.76
C -2.953 1.354 2.699 -1.37
C -0.779 -4.705 -0.475 -1.38
C -1.627 0.589 2.781 0.26
C -1.220 -0.790 -2.766 -0.24
C -2.088 -2.574 1.173 -1.17
C 1.446 0.936 2.558 -0.37
C 1.466 -3.798 1.822 -1.51
C -3.211 -0.981 -1.339 -0.35
C 4.787 -1.068 -0.898 -0.39
C -3.101 -2.256 -3.460 0.01
C -2.551 3.694 -1.968 -0.30
C -0.198 -3.355 -0.849 -0.02
C -0.614 3.706 -3.439 -0.53
C 6.139 -1.097 -0.598 -0.71
C -1.982 -0.301 -1.647 -0.79
C -1.249 4.729 -4.147 -0.51
C 6.259 1.327 -0.781 -0.67
C -1.941 -3.476 2.409 -1.41
C -0.832 1.908 -1.671 -0.78
C -3.071 4.745 -2.732 -0.48
C -1.763 1.016 -0.986 0.89
C 0.543 3.870 1.032 -1.07
C 1.666 1.498 3.957 -1.35
H 1.575 -4.327 0.867 0.34
H 0.350 3.345 -3.805 0.46
H 7.917 0.079 -0.239 0.45
H -1.879 -4.676 -0.527 0.39
H -3.694 0.828 3.317 0.46
H 4.385 2.333 -1.259 0.48
H -3.115 3.247 -1.130 0.32
H -4.036 5.167 -2.427 0.40
H 6.833 2.253 -0.761 0.45
H -2.846 -3.398 3.028 0.43
H -2.705 -3.048 0.383 0.70
H -0.453 -5.479 -1.180 0.45
H 1.922 2.555 3.918 0.36
H -1.262 0.480 3.813 0.67
H -0.742 3.327 2.734 0.63
H -1.819 -4.537 2.140 0.35
H -1.300 -1.829 -4.618 0.59
H -2.570 1.396 -0.351 1.04
H -2.866 2.375 3.091 0.40
H -1.787 -0.433 2.413 -0.60
H -0.481 -5.051 0.519 0.22
H 1.564 3.538 1.274 0.30
H -2.633 -1.657 1.446 0.81
H 6.633 -2.045 -0.414 0.45
H -1.491 3.101 1.143 0.37
H 1.848 -1.777 1.178 0.56
H -3.726 -0.706 -0.407 0.56
H 2.198 1.332 1.860 0.36
H -4.833 -2.128 -2.164 0.56
H -1.087 -3.193 3.034 0.28
H -3.363 1.402 1.677 0.22
H 0.802 1.358 4.601 0.32
H -0.138 -0.518 -2.866 0.33
H -0.657 -2.970 -1.763 -0.07
H -0.807 5.179 -5.037 0.43
H 0.773 -1.886 2.573 0.53
H 0.801 -4.363 2.483 0.31
H 0.428 4.903 1.394 0.44
H 4.209 -1.980 -0.969 0.54
H 2.507 0.966 4.405 0.45
H 1.610 -0.146 2.576 0.28
H 2.443 -3.788 2.321 0.47
H 0.427 3.878 -0.065 0.19
H 0.272 1.788 -1.644 1.02
H 0.871 -3.445 -1.086 0.53
```

Calculated values
HOMO-LUMO gap (alpha / beta)   4.6 / 5.3 eV
Charge   +4
⟨S²⟩   2.07
Max |F|   4.9 eV/A
DFT total energy   -127294.30078 eV
2S+1   3
HOMO level (alpha / beta)   -18.87 / -19.41 eV

# 2
C32H45Cl2N2OP3ReS | the ωB97M-V functional and the def2-TZVPD basis

Geometry as XYZ:
```
87
Properties=species:S:1:pos:R:3:mulliken_charge:R:1
Re -1.611 1.107 1.693 0.49
Cl -3.923 0.322 0.984 -0.60
Cl -2.776 2.389 3.478 -0.56
S -1.132 -1.003 3.063 -0.47
P -2.138 2.724 0.086 0.93
P 3.006 2.280 2.255 1.52
P 1.159 -2.340 -3.425 0.16
O 1.960 -0.489 0.846 -0.73
N -2.329 -0.916 5.367 -0.24
N -3.762 -1.148 3.509 0.09
C -1.328 -0.114 0.300 -1.01
C -2.555 -1.015 4.034 0.45
C 1.267 0.731 0.520 1.10
C 1.653 -4.532 0.062 -0.79
C 2.665 3.625 3.378 -1.31
C -0.462 -2.139 -4.178 0.65
C 0.189 1.861 2.395 -1.05
C 2.227 1.602 -3.459 -0.70
C -2.986 0.130 6.146 -0.73
C -1.675 -2.634 -3.636 -0.54
C -5.020 -1.036 4.220 -1.13
C 3.607 1.514 -3.231 -0.52
C -2.138 2.233 -1.688 -1.13
C -0.964 4.109 0.088 -1.26
C 3.938 0.968 3.053 -1.30
C -3.821 3.392 0.283 -1.31
C -2.547 -2.856 -5.893 -0.35
C 3.356 -0.814 -2.608 -0.26
C 1.385 -3.610 -2.169 0.43
C 1.362 1.625 1.745 0.58
C -0.160 0.483 0.323 -0.18
C 2.513 -5.750 -1.866 -0.71
C -0.466 -1.688 -5.532 -0.20
C 1.429 0.462 -3.372 -0.33
C 4.166 0.314 -2.764 -0.82
C 1.166 -3.514 -0.768 -0.04
C 3.934 2.864 0.827 -1.20
C 2.005 -0.794 -3.056 0.47
C 1.975 -4.783 -2.706 -0.42
C -2.702 -3.007 -4.507 -0.56
C 2.346 -5.618 -0.480 -0.42
C -1.440 -2.161 -6.405 -0.69
H 2.075 3.241 4.218 0.45
H 1.493 -4.459 1.139 0.46
H 0.209 2.421 3.345 0.21
H -4.024 -0.157 6.314 0.26
H -3.621 -3.435 -4.106 0.42
H -3.816 -1.021 2.481 0.17
H 4.904 3.261 1.161 0.48
H 0.018 3.756 -0.255 0.17
H 0.358 0.514 -3.570 0.50
H -1.334 4.897 -0.580 0.50
H -4.525 2.551 0.312 0.36
H 2.092 4.386 2.832 0.39
H 1.721 1.257 -0.331 -0.21
H -2.709 2.974 -2.265 0.57
H 5.236 0.262 -2.520 0.46
H 3.998 0.096 2.387 0.32
H -2.600 1.247 -1.818 0.34
H 4.115 2.060 0.100 0.26
H -2.936 1.099 5.631 0.18
H 2.032 -1.065 0.063 0.15
H 3.063 -6.588 -2.299 0.42
H -1.110 2.195 -2.075 0.07
H 0.329 -1.024 -5.877 0.41
H 3.605 4.057 3.744 0.43
H -4.053 4.042 -0.568 0.47
H -1.342 -1.983 -7.481 0.39
H 2.766 -6.379 0.175 0.40
H -2.461 0.200 7.098 0.39
H -3.303 -3.243 -6.577 0.41
H -5.791 -1.474 3.587 0.35
H 2.024 -4.875 -3.797 0.44
H -3.880 3.924 1.237 0.39
H 0.594 -2.677 -0.354 0.60
H 4.250 2.384 -3.387 0.45
H 3.763 -1.740 -2.195 0.45
H -4.980 -1.589 5.159 0.42
H 4.951 1.310 3.304 0.46
H 1.775 2.565 -3.723 0.47
H -1.781 -2.741 -2.556 0.33
H 3.384 3.676 0.333 0.40
H 3.430 0.676 3.980 0.42
H -1.320 -0.971 5.552 0.36
H -1.827 -0.905 -0.236 0.62
H -0.868 4.487 1.111 0.33
H -5.280 0.012 4.399 0.36
```

Calculated values
HOMO-LUMO gap (alpha / beta)   7.0 / 4.9 eV
Charge   +2
⟨S²⟩   3.79
Max |F|   5.9 eV/A
DFT total energy   -104803.90332 eV
2S+1   4
HOMO level (alpha / beta)   -12.07 / -12.75 eV